[1]
Density functional theory data (ωB97M-V/def2-TZVPD) for C19H33BaN4O8Sb as an isolated structure.

Properties
Orbital gap = 0.2608 Ha
LUMO level = 4.07 eV
Energy = -49814.9243 eV
ΔE to the lowest compared entry with this formula, charge and spin = 218.21 kJ/mol
HOMO energy = -3.03 eV

```
! wB97M-V def2-TZVPD RIJCOSX def2/J DEFGRID3
* xyz -2 1
Ba -0.482 -0.779 -0.224
O 1.254 -4.372 -1.678
C 1.081 -3.320 -1.051
O 0.165 -3.050 -0.225
C 2.220 -2.253 -1.217
N 1.879 -0.847 -1.555
C 3.072 -0.023 -1.400
C 2.863 1.451 -1.047
N 2.053 1.674 0.130
C 1.581 3.035 0.279
C 0.230 3.110 0.986
N -0.843 2.322 0.404
C -1.319 2.826 -0.880
C -0.549 2.381 -2.127
N -0.577 0.951 -2.399
C 0.519 0.504 -3.276
C 1.262 -0.791 -2.883
C -1.889 0.560 -2.937
C -2.070 -0.968 -3.136
O -2.624 -1.319 -4.187
O -1.643 -1.673 -2.187
C -1.947 2.204 1.361
C -3.024 1.184 0.914
O -4.206 1.537 0.966
O -2.546 0.075 0.534
C 2.684 1.171 1.345
C 2.395 -0.321 1.644
O 3.344 -1.026 2.014
O 1.186 -0.635 1.485
H 2.919 -2.644 -1.971
H 2.722 -2.237 -0.246
H 3.693 -0.054 -2.316
H 3.672 -0.466 -0.604
H 2.407 1.979 -1.883
H 3.879 1.884 -0.926
H 1.515 3.510 -0.698
H 2.292 3.655 0.858
H -0.054 4.181 1.049
H 0.361 2.759 2.012
H -1.320 3.935 -0.883
H -2.362 2.527 -0.992
H 0.489 2.680 -2.041
H -0.970 2.952 -2.977
H 1.245 1.313 -3.370
H 0.123 0.331 -4.287
H 2.040 -0.948 -3.655
H 0.562 -1.622 -2.955
H -2.065 1.052 -3.906
H -2.668 0.868 -2.235
H -2.426 3.178 1.552
H -1.529 1.830 2.301
H 2.281 1.720 2.200
H 3.771 1.344 1.323
C -2.175 -2.186 5.113
Sb -1.428 -1.819 3.092
C -0.290 -3.636 3.056
C -3.172 -2.683 2.181
H -2.544 -3.211 5.194
H -2.988 -1.496 5.346
H -1.376 -2.039 5.841
H -0.893 -4.459 3.442
H 0.610 -3.515 3.659
H 0.003 -3.826 2.023
H -3.442 -3.608 2.692
H -2.959 -2.892 1.132
H -3.991 -1.966 2.221
*
```

***

[2]
Density functional theory data (ωB97M-V/def2-TZVPD) for C43H65As3ClN5O2Re as an isolated structure.

Properties
Orbital gap (spin up / spin down) = 0.1692 / 0.1531 Ha
LUMO level (spin up / spin down) = -11.53 / -11.96 eV
Energy = -254324.9279 eV
ΔE to the lowest compared entry with this formula, charge and spin = 0.00 kJ/mol
HOMO energy (spin up / spin down) = -16.13 / -16.13 eV
<S²> = 0.767

```
! wB97M-V def2-TZVPD RIJCOSX def2/J DEFGRID3
* xyz 4 2
Re 0.237 1.750 -0.678
C -1.364 0.641 2.500
As 0.188 1.629 1.871
C 0.017 3.196 3.019
C 1.588 0.607 2.776
C 3.075 0.898 2.501
C 3.856 0.035 3.507
C 3.489 0.417 1.105
As 2.676 1.165 -0.505
C 3.186 -0.178 -1.808
C 3.756 2.661 -1.088
C 3.387 2.387 2.721
As 5.326 2.896 2.957
C 5.011 4.071 4.488
C 5.465 4.326 1.620
H -1.249 0.444 3.566
H -1.464 -0.306 1.970
H -2.270 1.225 2.350
H -0.148 2.829 4.032
H -0.835 3.811 2.736
H 0.923 3.795 3.022
H 1.363 -0.453 2.613
H 1.394 0.778 3.839
H 3.525 -1.005 3.464
H 3.699 0.396 4.526
H 4.926 0.062 3.312
H 3.329 -0.664 1.022
H 4.565 0.568 0.968
H 4.252 -0.381 -1.704
H 2.994 0.189 -2.815
H 2.636 -1.104 -1.645
H 4.801 2.356 -1.098
H 3.638 3.513 -0.424
H 3.452 2.927 -2.100
H 2.925 2.682 3.666
H 2.931 3.011 1.937
H 4.749 3.475 5.362
H 4.223 4.798 4.288
H 5.934 4.604 4.712
H 5.689 3.925 0.634
H 6.314 4.947 1.909
H 4.577 4.959 1.585
C 0.232 1.324 -5.164
C 0.279 1.024 -3.799
N 0.332 1.953 -2.855
C 0.408 3.254 -3.256
C 0.353 3.650 -4.596
C 0.247 2.636 -5.568
C 0.434 5.045 -4.922
C 0.610 5.972 -3.954
C 0.729 5.581 -2.579
C 0.995 6.495 -1.540
C 1.156 6.033 -0.254
C 1.038 4.669 -0.003
N 0.744 3.777 -0.952
C 0.608 4.232 -2.236
H 0.184 0.517 -5.882
H 0.276 -0.007 -3.469
H 0.199 2.895 -6.618
H 0.364 5.339 -5.961
H 0.686 7.022 -4.202
H 1.092 7.551 -1.764
H 1.381 6.706 0.562
H 1.179 4.274 0.993
C -2.712 -2.954 1.701
C -1.667 -4.038 2.013
C -0.536 -3.424 2.848
C -2.371 -5.092 2.881
C -1.080 -4.707 0.725
O -0.176 -5.750 1.080
C -2.175 -5.254 -0.248
C -2.321 -6.792 -0.172
C -3.388 -7.337 -1.064
C -3.097 -7.653 -2.417
C -4.031 -8.242 -3.214
C -5.318 -8.528 -2.674
Cl -6.460 -9.279 -3.625
C -5.638 -8.187 -1.329
C -4.684 -7.599 -0.554
C -0.038 -3.827 -0.024
N -0.378 -2.460 -0.440
C 0.235 -1.353 -0.072
N -0.265 -0.307 -0.753
C -1.229 -0.896 -1.542
N -1.316 -2.182 -1.377
H -2.878 -2.353 2.596
H -3.678 -3.382 1.434
H -2.424 -2.282 0.894
H -0.916 -3.159 3.835
H -0.150 -2.502 2.404
H 0.294 -4.117 2.987
H -2.831 -4.599 3.737
H -1.689 -5.837 3.296
H -3.174 -5.599 2.345
H -0.532 -6.275 1.805
H -1.927 -4.982 -1.276
H -3.135 -4.784 -0.035
H -2.548 -7.094 0.850
H -1.369 -7.246 -0.447
H -2.105 -7.457 -2.801
H -3.822 -8.519 -4.238
H -6.624 -8.421 -0.950
H -4.904 -7.357 0.478
H 0.286 -4.359 -0.918
H 0.823 -3.725 0.631
H 1.028 -1.314 0.658
H -1.868 -0.347 -2.214
C -3.028 4.371 -0.751
C -3.319 3.736 -2.126
C -2.691 2.347 -2.054
O -1.815 2.362 -0.870
C -2.531 3.213 0.090
H -3.910 4.829 -0.310
H -2.258 5.140 -0.829
H -2.883 4.325 -2.931
H -4.387 3.660 -2.318
H -2.083 2.088 -2.913
H -3.433 1.566 -1.875
H -1.824 3.494 0.863
H -3.342 2.618 0.514
*
```

***

[3]
Density functional theory data (ωB97M-V/def2-TZVPD) for C21H20ClN3O3 as an isolated structure.

Properties
Orbital gap = 0.2871 Ha
LUMO level = -0.47 eV
Energy = -45219.9321 eV
ΔE to the lowest compared entry with this formula, charge and spin = 1924.62 kJ/mol
HOMO energy = -8.28 eV

```
! wB97M-V def2-TZVPD RIJCOSX def2/J DEFGRID3
* xyz 0 1
C -4.451 -2.575 -2.022
O -4.532 -1.811 -0.954
C -3.389 -0.958 -0.627
C -3.807 -0.307 0.650
H -4.801 0.039 0.389
H -4.010 -1.061 1.559
C -2.903 0.658 1.187
N -1.546 0.243 1.224
C -1.279 -0.182 2.513
O -1.931 -0.239 3.555
C 0.108 -0.459 2.517
N 1.046 -1.105 3.128
N 2.266 -1.554 2.370
C 2.002 -0.847 1.281
C 0.639 -0.486 1.087
C -0.499 0.111 0.506
C -0.043 1.355 -0.093
C -0.262 1.775 -1.409
C 0.198 3.202 -2.014
C 0.523 4.111 -0.959
C 0.642 3.745 0.177
C 0.259 2.582 0.894
H 0.480 2.371 1.843
Cl 1.193 4.999 1.546
H 0.800 5.222 -1.670
H 0.065 3.353 -3.007
H -0.575 0.895 -2.183
H -0.679 -0.344 -0.489
C 2.891 -1.021 0.292
C 2.698 -0.511 -1.009
C 3.588 -0.401 -2.162
C 4.797 -1.099 -2.027
C 5.186 -1.546 -0.643
C 4.221 -1.676 0.369
O 4.599 -2.129 1.574
H 3.945 -1.757 2.254
H 6.150 -2.018 -0.648
H 5.548 -1.090 -2.437
H 3.300 -0.061 -3.061
H 1.579 0.100 -1.147
H 1.230 -1.550 4.361
H -3.297 1.408 2.139
H -2.781 1.441 0.219
H -2.739 -1.864 -0.421
H -3.401 -0.288 -1.488
H -4.121 -2.009 -2.989
H -5.352 -3.217 -2.234
H -3.554 -3.445 -1.940
*
```